Computed, not measured: C43H48F3N11S as an isolated structure, with ωB97M-V/def2-TZVPD.

Each line ends with the Mulliken charge.
Geometry (Å):
F: 5.767 -0.421 4.562  -0.2746
C: 5.097 0.738 4.484  0.7495
F: 5.322 1.292 3.263  -0.2451
F: 5.585 1.522 5.456  -0.2581
C: 3.580 0.539 4.594  0.3564
C: 2.806 1.647 4.647  -0.5675
C: 1.364 1.626 4.724  -0.8840
C: 0.714 0.363 4.732  -0.9929
C: 1.523 -0.804 4.677  0.8434
N: 1.078 -2.063 4.659  -0.5014
S: 2.355 -3.038 4.562  0.2076
N: 3.569 -1.953 4.560  -0.6132
C: 2.980 -0.766 4.605  0.7187
H: 3.268 2.638 4.620  0.4131
H: 0.813 2.568 4.747  0.5583
H: -0.371 0.272 4.786  0.4710
N: 0.741 1.087 1.305  0.3356
C: 1.518 0.413 0.399  -0.8856
C: 0.807 0.269 -0.757  -0.8466
C: -0.452 0.886 -0.556  0.1391
C: -0.468 1.382 0.721  -0.9946
H: 1.012 1.316 2.242  0.1512
H: 2.513 0.093 0.660  0.6685
H: 1.152 -0.223 -1.652  0.6300
H: -1.259 0.956 -1.269  0.2806
H: -1.228 1.918 1.265  0.5371
N: 2.059 2.630 -2.842  0.1774
C: 2.503 3.257 -3.976  -0.5574
C: 3.706 3.845 -3.691  -0.3923
C: 4.005 3.558 -2.333  -0.6355
C: 2.973 2.805 -1.838  -0.2324
H: 1.199 2.119 -2.758  0.1974
H: 1.924 3.231 -4.884  0.3848
H: 4.306 4.417 -4.380  0.3995
H: 4.878 3.868 -1.783  0.3992
H: 2.809 2.381 -0.863  0.2733
N: -0.231 -5.709 5.059  0.0379
C: -1.158 -6.494 4.427  -0.5851
C: -0.672 -7.775 4.394  -0.4134
C: 0.595 -7.765 5.036  -0.4932
C: 0.838 -6.478 5.437  -0.3735
H: -0.323 -4.721 5.221  0.2218
H: -2.078 -6.075 4.057  0.4123
H: -1.171 -8.626 3.959  0.4309
H: 1.252 -8.606 5.186  0.4122
H: 1.676 -6.044 5.956  0.3669
N: -3.147 -1.036 -2.833  0.1224
C: -4.075 -1.828 -3.453  -0.3741
C: -3.599 -3.114 -3.453  -0.6732
C: -2.336 -3.097 -2.802  -0.5135
C: -2.087 -1.804 -2.430  -0.3215
H: -3.231 -0.045 -2.693  0.2319
H: -4.989 -1.410 -3.840  0.3870
H: -4.101 -3.971 -3.871  0.3959
H: -1.686 -3.939 -2.626  0.4864
H: -1.250 -1.364 -1.916  0.2265
N: 7.965 -0.212 1.243  0.0903
C: 8.843 -0.694 0.309  -0.5113
C: 9.121 -1.997 0.626  -0.3813
C: 8.377 -2.315 1.794  -0.6563
C: 7.673 -1.195 2.148  -0.3142
H: 7.593 0.720 1.260  0.1876
H: 9.194 -0.069 -0.495  0.3825
H: 9.782 -2.650 0.081  0.3913
H: 8.360 -3.259 2.314  0.3905
H: 6.993 -1.012 2.961  0.4088
N: -3.393 3.007 -2.048  0.1112
C: -3.302 4.058 -2.919  -0.6144
C: -4.508 4.181 -3.558  -0.4497
C: -5.363 3.167 -3.049  -0.7128
C: -4.649 2.461 -2.118  -0.4309
H: -2.654 2.687 -1.449  0.2030
H: -2.391 4.625 -3.009  0.4132
H: -4.751 4.917 -4.307  0.5301
H: -6.386 2.978 -3.332  0.4300
H: -4.922 1.621 -1.500  0.5069
N: -0.681 -7.205 0.126  0.0706
C: 0.105 -7.887 -0.763  -0.5303
C: -0.606 -8.039 -1.924  -0.3786
C: -1.869 -7.419 -1.731  -0.5020
C: -1.883 -6.912 -0.458  -0.3774
H: -0.415 -6.957 1.063  0.1670
H: 1.097 -8.206 -0.492  0.3635
H: -0.260 -8.539 -2.814  0.3943
H: -2.675 -7.353 -2.443  0.4116
H: -2.642 -6.370 0.082  0.3797
N: -5.771 4.646 -7.253  0.0187
C: -6.672 4.966 -8.232  -0.5318
C: -6.218 6.086 -8.874  -0.3542
C: -4.990 6.456 -8.264  -0.5830
C: -4.740 5.548 -7.270  -0.3072
H: -5.852 3.870 -6.620  0.2085
H: -7.556 4.371 -8.384  0.3686
H: -6.710 6.586 -9.693  0.3853
H: -4.363 7.292 -8.525  0.3919
H: -3.922 5.465 -6.574  0.4204
N: -1.676 3.515 3.538  0.2646
C: -2.715 3.469 4.432  -0.5411
C: -3.205 4.738 4.574  -0.4431
C: -2.438 5.586 3.729  -0.5425
C: -1.507 4.804 3.103  -0.4471
H: -1.127 2.727 3.248  0.1130
H: -3.012 2.539 4.888  0.3852
H: -4.024 5.029 5.211  0.4026
H: -2.559 6.648 3.598  0.4087
H: -0.739 5.051 2.388  0.4147

Output
Total energy: -2967.3637 hartree
Multiplicity: 1
HOMO energy: -8.2 eV
Orbital gap: 6.33 eV